# 1
ORCA calculation (ωB97M-V with the def2-TZVPD basis set) on a structure of composition C32H41FeN4O4S2Si.

XYZ file:
```
85
Properties=species:S:1:pos:R:3:mulliken_spin:R:1
Fe -1.45 -0.27 0.15 3.617
C -2.27 -0.85 4.96 0.003
S -3.62 0.17 4.32 0.002
C -2.96 0.59 2.72 -0.001
S -1.29 0.92 2.53 0.046
N -3.88 0.64 1.80 -0.001
N -3.32 0.88 0.58 0.023
C -3.95 1.59 -0.27 -0.003
C -3.31 1.86 -1.55 0.020
C -3.98 2.51 -2.58 -0.003
C -3.32 2.71 -3.78 0.006
C -2.02 2.25 -3.91 -0.003
C -1.43 1.62 -2.83 0.009
N -2.04 1.44 -1.66 0.031
H -2.62 -1.23 5.92 0.000
H -2.05 -1.67 4.28 -0.001
H -1.37 -0.25 5.12 0.000
H -4.94 1.99 -0.05 0.004
H -5.01 2.82 -2.43 -0.001
H -3.83 3.20 -4.60 0.001
H -1.47 2.37 -4.83 0.000
H -0.42 1.22 -2.90 -0.002
C 0.36 -3.36 0.82 0.012
C -0.78 -2.88 1.72 0.003
O -0.98 -3.45 2.79 0.009
O -1.46 -1.91 1.26 0.070
H 1.09 -3.93 1.40 0.001
H 0.84 -2.52 0.33 -0.001
H -0.06 -4.01 0.06 0.001
O 0.52 0.23 -0.70 0.018
C 1.56 0.74 -0.29 0.026
C 1.61 1.82 0.75 -0.002
C 2.19 3.07 0.04 0.000
C 1.81 3.19 -1.45 0.002
C 2.75 2.46 -2.43 -0.001
C 2.71 0.93 -2.36 0.004
N 2.75 0.49 -0.96 0.004
H 2.20 1.51 1.60 -0.003
H 0.59 1.99 1.09 -0.001
H 3.28 3.08 0.13 0.000
H 1.84 3.96 0.57 0.000
H 1.78 4.24 -1.73 0.000
H 0.79 2.82 -1.58 0.000
H 3.78 2.80 -2.22 0.000
H 2.53 2.78 -3.45 0.000
H 3.56 0.50 -2.90 0.000
H 1.81 0.52 -2.80 -0.001
H 3.53 0.91 -0.47 -0.001
C -3.91 -1.21 -2.76 0.011
Si -2.27 -1.70 -1.89 0.079
C -2.47 -3.58 -1.60 0.007
C -1.02 -1.64 -3.36 -0.021
C -1.30 -1.20 -4.65 0.003
C -0.32 -1.11 -5.64 -0.003
C 0.99 -1.49 -5.36 0.004
C 1.30 -1.94 -4.08 -0.002
C 0.31 -2.00 -3.10 0.020
H -4.21 -1.98 -3.48 0.002
H -3.85 -0.26 -3.30 -0.004
H -4.71 -1.12 -2.02 -0.001
H -3.17 -4.01 -2.32 0.001
H -2.83 -3.78 -0.59 0.002
H -1.51 -4.10 -1.73 -0.002
H -2.31 -0.90 -4.90 0.003
H -0.58 -0.76 -6.63 0.000
H 1.75 -1.43 -6.12 0.001
H 2.31 -2.24 -3.84 0.000
H 0.59 -2.32 -2.10 0.001
C 1.87 -2.56 3.96 0.000
C 1.91 -1.14 3.47 -0.002
O 1.40 -0.79 2.43 0.016
C 2.59 -0.10 4.32 0.000
C 3.78 -0.37 4.99 0.000
C 4.41 0.63 5.72 0.000
C 3.83 1.88 5.83 0.000
C 2.62 2.14 5.18 0.000
C 2.01 1.16 4.42 -0.003
H 0.89 -2.99 3.74 0.001
H 2.09 -2.62 5.03 0.000
H 2.62 -3.14 3.41 0.000
H 4.23 -1.35 4.91 0.000
H 5.35 0.42 6.22 0.000
H 4.30 2.65 6.42 0.000
H 2.16 3.12 5.27 0.000
H 1.07 1.34 3.92 0.002
```

Values from the calculation:
Charge: -1
Lowest unoccupied orbital energy (alpha / beta) in Ha: 0.08561 / 0.08558
Expectation value of S²: 6.014
Spin multiplicity: 5

=====

# 2
ORCA calculation (ωB97M-V with the def2-TZVPD basis set) on a structure of composition C32H41N2O3S4W.

XYZ file:
```
83
Properties=species:S:1:pos:R:3:lowdin_charge:R:1
W -0.37 0.30 -1.02 1.024
C -3.12 2.20 -1.35 -0.454
C -3.24 1.93 0.15 -0.438
S -1.90 0.87 0.85 0.812
C -1.17 2.03 2.07 -0.458
C 0.34 2.21 2.00 -0.502
S 1.10 2.12 0.37 0.892
C 0.61 3.63 -0.50 -0.465
C -0.85 3.75 -0.89 -0.441
S -1.42 2.36 -1.94 0.898
H -3.52 1.38 -1.94 0.058
H -3.67 3.11 -1.61 0.098
H -3.27 2.85 0.72 0.070
H -4.17 1.40 0.34 0.082
H -1.69 2.98 1.96 0.066
H -1.43 1.62 3.05 0.080
H 0.63 3.14 2.48 0.093
H 0.82 1.39 2.53 0.012
H 0.90 4.49 0.11 0.093
H 1.25 3.64 -1.39 0.076
H -1.48 3.79 0.00 0.059
H -1.01 4.66 -1.45 0.093
C 4.59 3.31 -4.78 -0.058
O 5.23 2.35 -3.95 -0.053
C 4.46 1.55 -3.19 -0.266
C 5.16 0.60 -2.42 0.013
C 4.45 -0.25 -1.63 -0.008
C 3.04 -0.21 -1.53 -0.115
C 2.34 -1.18 -0.73 -0.346
C 3.05 -2.34 -0.12 0.002
O 1.11 -1.12 -0.53 -0.176
C 2.36 0.76 -2.30 -0.330
O 1.04 0.89 -2.32 -0.317
C 3.08 1.63 -3.13 0.058
H 5.38 3.82 -5.31 0.098
H 4.03 4.03 -4.18 0.096
H 3.92 2.83 -5.50 0.100
H 6.23 0.57 -2.48 0.125
H 4.99 -0.99 -1.05 0.115
H 3.74 -1.99 0.65 0.099
H 3.63 -2.89 -0.86 0.098
H 2.32 -2.99 0.35 0.084
H 2.51 2.33 -3.73 0.117
N -0.67 -2.43 4.78 0.116
C 0.42 -1.84 4.28 -0.892
S 0.47 -1.29 2.68 0.640
N 1.49 -1.71 5.09 0.040
C 1.56 -2.19 6.44 -0.266
C 1.61 -1.29 7.49 -0.018
C 1.69 -1.75 8.79 -0.070
C 1.71 -3.12 9.04 -0.075
C 1.66 -4.02 7.99 -0.068
C 1.60 -3.56 6.68 -0.033
H -1.46 -2.55 4.18 0.096
H -0.70 -2.78 5.73 0.104
H 2.28 -1.24 4.69 0.129
H 1.57 -0.22 7.28 0.117
H 1.73 -1.05 9.61 0.109
H 1.77 -3.48 10.06 0.109
H 1.69 -5.08 8.19 0.110
H 1.58 -4.25 5.85 0.123
C -3.91 -1.98 -1.44 -0.052
C -2.74 -1.63 -2.37 -0.554
C -2.11 -2.93 -2.90 -0.025
C -1.70 -0.87 -1.60 -0.299
C -3.18 -0.76 -3.55 -0.203
C -4.51 -0.48 -3.83 -0.043
C -4.87 0.33 -4.90 -0.076
C -3.89 0.87 -5.73 -0.086
C -2.56 0.58 -5.48 -0.071
C -2.20 -0.22 -4.40 -0.052
H -3.53 -2.56 -0.60 0.090
H -4.65 -2.59 -1.95 0.090
H -4.40 -1.09 -1.05 0.081
H -1.76 -3.54 -2.07 0.090
H -1.27 -2.71 -3.56 0.084
H -2.85 -3.50 -3.46 0.097
H -1.56 -1.30 -0.53 0.049
H -5.30 -0.89 -3.21 0.103
H -5.91 0.53 -5.10 0.105
H -4.17 1.50 -6.56 0.104
H -1.78 0.98 -6.12 0.107
H -1.16 -0.44 -4.22 0.110
```

Values from the calculation:
Charge: +1
Lowest unoccupied orbital energy (alpha / beta) in Ha: -0.07814 / -0.07811

=====

# 3
ORCA calculation (ωB97M-V with the def2-TZVPD basis set) on a structure of composition C32H42AsIrN4O3S3.

XYZ file:
```
86
Properties=species:S:1:pos:R:3:mulliken_spin:R:1
Ir -0.80 -0.29 -2.47 2.761
C -4.79 -1.06 -0.01 0.008
C -3.57 -1.73 0.61 0.019
S -2.00 -1.82 -0.32 0.156
C -2.07 -3.37 -1.25 0.037
C -2.91 -3.43 -2.51 -0.004
S -2.80 -2.02 -3.65 0.140
C -4.08 -0.85 -3.11 0.009
C -5.47 -1.38 -2.79 0.001
S -5.72 -2.13 -1.15 0.000
H -4.54 -0.11 -0.49 -0.001
H -5.47 -0.82 0.81 0.000
H -3.80 -2.76 0.88 0.005
H -3.29 -1.20 1.52 -0.003
H -2.39 -4.16 -0.56 0.004
H -1.02 -3.56 -1.48 -0.010
H -3.96 -3.56 -2.28 0.002
H -2.60 -4.30 -3.10 -0.001
H -4.14 -0.16 -3.95 0.002
H -3.70 -0.27 -2.27 0.007
H -5.78 -2.15 -3.50 -0.002
H -6.17 -0.54 -2.90 0.001
N 0.46 -0.57 -4.58 0.119
N 1.22 -1.73 -4.39 -0.001
C 1.01 -2.51 -3.25 -0.003
O 1.43 -3.64 -3.17 0.027
O 0.34 -1.89 -2.29 0.200
H -0.24 -0.70 -5.29 -0.010
H 1.06 0.20 -4.83 -0.008
H 1.53 -2.23 -5.21 0.004
C 6.85 0.72 2.38 0.000
C 5.42 0.52 1.95 0.002
C 5.10 -0.21 0.82 0.001
C 3.79 -0.41 0.43 -0.021
C 3.55 -1.23 -0.82 -0.005
C 2.74 0.16 1.18 0.015
As 0.98 -0.37 0.51 0.030
N 0.68 0.77 -0.94 0.738
C 1.33 1.93 -1.19 -0.014
C 1.45 2.39 -2.52 0.165
C 2.08 3.58 -2.81 -0.069
C 2.61 4.36 -1.79 0.195
C 2.49 3.94 -0.46 -0.076
C 1.86 2.75 -0.16 0.123
C -0.40 0.03 1.86 0.092
C -1.40 1.01 1.84 0.012
C -1.54 2.05 0.76 0.028
C -2.31 1.07 2.89 0.004
C -2.27 0.18 3.96 0.002
C -3.24 0.28 5.09 0.001
C -1.29 -0.80 3.95 0.002
C -0.36 -0.90 2.92 -0.013
C 0.67 -2.00 2.98 0.001
C 3.05 0.93 2.32 0.000
C 2.03 1.62 3.18 0.002
C 4.38 1.08 2.68 0.001
H 7.54 0.22 1.70 0.000
H 7.01 0.31 3.39 0.000
H 7.10 1.78 2.41 0.000
H 5.90 -0.66 0.24 0.000
H 4.49 -1.65 -1.17 0.000
H 3.13 -0.63 -1.63 -0.002
H 2.86 -2.06 -0.64 0.003
H 1.04 1.79 -3.32 0.019
H 2.17 3.91 -3.84 0.000
H 3.10 5.30 -2.01 0.007
H 2.88 4.56 0.34 -0.001
H 1.75 2.45 0.87 0.050
H -1.47 1.62 -0.24 0.010
H -0.77 2.82 0.84 0.007
H -2.51 2.54 0.85 -0.001
H -3.07 1.83 2.87 -0.001
H -4.04 0.99 4.87 0.000
H -2.74 0.61 6.00 0.000
H -3.70 -0.69 5.31 0.000
H -1.24 -1.52 4.76 -0.001
H 0.45 -2.68 3.80 0.000
H 1.68 -1.60 3.13 0.003
H 0.68 -2.58 2.05 0.000
H 1.09 1.83 2.66 -0.001
H 2.43 2.56 3.54 0.000
H 1.78 1.01 4.05 0.001
H 4.61 1.68 3.56 0.000
O -2.32 3.65 -2.88 0.144
C -2.05 2.52 -2.80 0.095
N -1.79 1.34 -2.72 -0.003
```

Values from the calculation:
Charge: +1
Lowest unoccupied orbital energy (alpha / beta) in Ha: -0.08210 / -0.18964
Expectation value of S²: 8.807
Spin multiplicity: 6

=====

Strongest force on any atom, respectively: 0.01269; 0.00886; 0.01341 Eh/bohr.
Energy above the lowest of the compared OMol25 structures with the same formula, charge and spin, respectively: 27.3; 0.4; 0.4 kcal/mol.